Record 1
DFT (the ωB97M-V functional and the def2-TZVPD basis) results for a 3-piece molecular cluster, C9H19N overall in a non-equilibrium geometry.

Structure (XYZ):
```
29
Properties=species:S:1:pos:R:3:forces:R:3:mulliken_charge:R:1
C 0.234950 -0.386803 -0.466993 4.3 -0.2 0.3 1.894
C -0.061297 0.248013 0.752248 -4.5 0.4 0.0 -0.484
C 2.260625 -0.261670 0.345386 -1.0 -0.8 -1.6 -0.682
C 0.151660 0.373020 -1.758305 -0.1 0.0 0.2 -1.724
C 0.032371 -1.875396 -0.599488 0.2 0.2 0.0 -2.047
C 0.100342 1.713626 1.039572 -0.2 0.4 0.1 -1.579
C -2.962125 -0.938647 1.153551 0.3 -0.2 0.3 -1.274
C 3.108386 0.603614 -0.548713 0.1 0.0 0.0 -0.984
C -2.221869 0.108575 0.358118 0.1 0.7 1.0 0.503
N -2.844290 0.982336 -0.316905 0.9 0.3 0.2 -0.659
H -0.037414 -0.391040 1.630029 0.0 0.0 -0.1 0.600
H -3.874480 0.965750 -0.220965 0.4 -0.5 -0.2 0.249
H 2.478627 -1.325181 0.269992 0.1 0.0 -0.1 0.391
H 2.347824 0.019889 1.393848 -0.6 0.2 0.0 0.402
H 0.529745 -0.227033 -2.588608 0.0 0.1 0.1 0.410
H -0.907498 0.606287 -1.935339 0.1 -0.1 0.0 0.345
H 0.683672 1.321963 -1.726838 0.1 0.0 0.0 0.376
H 0.845794 -2.318471 -1.181082 0.0 0.1 0.1 0.523
H -0.871003 -2.092861 -1.172507 -0.2 0.1 0.2 0.441
H -0.002539 -2.373080 0.370631 -0.1 0.0 -0.1 0.349
H -0.522807 1.976099 1.898324 0.1 -0.1 -0.1 0.443
H 1.119417 2.017524 1.289301 0.1 -0.4 0.0 0.369
H -0.203789 2.378703 0.233248 -0.2 -0.3 -0.2 0.319
H -2.662461 -1.944624 0.851368 0.0 0.0 0.0 0.240
H -2.690856 -0.845789 2.210199 0.0 0.0 0.0 0.250
H -4.055885 -0.851476 1.067293 0.2 0.1 -0.1 0.447
H 4.174493 0.536844 -0.290254 -0.1 0.0 0.0 0.389
H 3.013492 0.319844 -1.599507 0.0 0.0 0.1 0.265
H 2.836917 1.659983 -0.457605 0.0 -0.1 -0.1 0.226
```
Forces are in eV/Å.

Calculated total energy: -408.9003 a.u.
Charge: 0
LUMO level: 0.9 eV
HOMO energy: -0.2468 Eh
Relative energy (zero: lowest compared OMol25 entry of this formula, charge and spin): 408.4 kJ/mol
HOMO-LUMO gap: 0.2783 Eh



Record 2
DFT (the ωB97M-V functional and the def2-TZVPD basis) results for C5H7FO3Pd as an isolated structure in a non-equilibrium geometry.

Structure (XYZ):
```
17
Properties=species:S:1:pos:R:3:forces:R:3:mulliken_charge:R:1
C 2.296644 -1.187715 0.034288 -0.2 0.3 0.5 -0.400
C 2.183398 0.162618 -0.041067 1.0 -0.9 0.2 0.112
O 1.474942 0.841179 0.951249 -2.7 -0.8 -0.9 -0.251
C 0.409844 1.722668 0.391404 -0.1 3.5 -1.6 0.651
O 0.722155 2.781235 0.034224 0.1 -0.1 0.0 -0.199
O -0.955348 1.311073 0.356763 2.7 -2.1 1.2 -0.315
C -1.278844 0.297202 -0.678933 -1.3 -1.6 -0.5 -0.184
C -2.297253 -0.700839 -0.088883 0.4 1.7 0.1 -0.238
F -1.683910 -1.422437 0.975294 -0.3 -0.5 -0.3 -0.342
H 3.252062 -1.695624 0.081043 0.1 -0.2 -1.4 0.318
H 1.369395 -1.752811 0.084030 0.1 -0.4 1.2 0.217
H 2.591809 0.701232 -0.891237 0.4 0.9 0.5 0.409
H -0.404256 -0.226754 -1.059259 0.4 0.2 0.2 0.160
H -1.769360 0.764435 -1.528433 0.0 0.6 0.0 0.415
H -3.080497 -0.108583 0.367780 -0.4 -0.1 0.1 0.309
H -2.695122 -1.369470 -0.838161 0.1 -0.4 -0.1 0.388
Pd -0.135659 -0.117409 1.849898 -0.2 -0.1 0.8 0.951
```
Forces are in eV/Å.

Calculated total energy: -647.1898 a.u.
Charge: +2
LUMO level: -13.6 eV
HOMO energy: -0.6863 Eh
Relative energy (zero: lowest compared OMol25 entry of this formula, charge and spin): 113.4 kJ/mol
HOMO-LUMO gap: 0.1856 Eh



Record 3
DFT (the ωB97M-V functional and the def2-TZVPD basis) results for C34H58EuN2O4Si as an isolated structure in a non-equilibrium geometry.

Structure (XYZ):
```
100
Properties=species:S:1:pos:R:3:forces:R:3:mulliken_charge:R:1
O 0.762738 -2.447427 -0.316829 0.5 -0.6 -0.6 -0.061
O -1.076940 -2.484861 -4.114640 -0.7 0.8 0.2 -0.263
C 2.030714 -2.386089 -1.039809 -0.7 -0.1 -0.2 0.570
C 3.167401 -3.253595 -0.533740 0.3 -0.1 0.1 -1.066
H 2.317986 -1.324781 -0.997570 -0.2 -0.4 -0.1 -0.739
H 1.801207 -2.659752 -2.078724 0.2 0.3 0.2 0.287
H 3.581704 -2.924251 0.426487 -0.3 -0.1 -0.1 0.127
H 3.983837 -3.164931 -1.260285 -0.1 0.1 0.1 0.438
H 2.930389 -4.321326 -0.492216 -0.2 0.2 0.1 0.286
C -0.037645 -3.670908 -0.454009 0.1 -0.3 0.4 -0.075
C 0.179205 -4.427650 -1.753094 -0.1 0.1 -0.1 -1.340
H -1.094784 -3.365853 -0.354021 0.6 0.0 0.0 0.298
H 0.209249 -4.316985 0.417329 -0.2 0.3 -0.5 0.335
H 0.014394 -3.796268 -2.632486 0.1 0.0 0.2 0.222
H -0.569487 -5.221253 -1.826031 0.1 0.0 0.2 0.385
H 1.173928 -4.883169 -1.796945 -0.2 0.0 -0.1 0.344
C -2.288823 -2.111539 -3.435555 0.0 -0.1 0.5 0.233
C -0.609515 -1.606255 -5.140718 0.1 -0.8 -0.3 0.087
C -3.291488 -3.285228 -3.457854 0.3 0.0 0.0 -1.207
H -2.774390 -1.185558 -3.828083 0.6 -0.6 -0.1 0.431
H -1.946539 -1.878398 -2.399857 -0.6 -0.1 -0.4 -0.220
H -3.450450 -3.643311 -4.495265 0.2 0.2 0.5 0.305
H -4.276440 -2.986151 -3.070304 0.4 0.0 0.0 0.380
H -2.906044 -4.118177 -2.835938 -0.3 0.4 -0.4 0.233
C -1.105627 -2.189866 -6.467639 -0.1 0.2 -0.1 -1.312
H 0.476824 -1.650264 -5.037067 0.0 0.1 -0.3 0.291
H -0.913888 -0.549357 -5.011462 -0.1 -0.5 0.1 0.036
H -0.961018 -3.280990 -6.508620 0.0 0.4 0.2 0.283
H -0.633669 -1.770481 -7.357425 0.1 0.2 0.1 0.423
H -2.175540 -1.966527 -6.532906 0.0 -0.2 -0.1 0.282
H -1.248526 1.130101 -3.190193 0.0 -0.1 -0.3 0.197
N 1.681886 0.954278 2.154274 0.3 -0.2 0.1 0.377
C 1.597138 2.225853 2.525009 -0.2 -0.4 -0.4 0.444
C 0.449407 3.012055 2.297406 0.3 -0.1 -0.2 -1.222
C -0.839856 2.567037 1.949303 0.2 -0.9 0.3 0.455
C 2.764082 2.921447 3.196364 -0.1 0.2 0.0 -1.527
H 3.648708 2.942482 2.545699 -0.1 -0.1 0.2 0.243
H 3.020791 2.425148 4.140675 0.1 0.0 -0.2 0.241
H 2.470378 3.951008 3.423147 0.2 -0.2 0.0 0.489
C -1.878749 3.661525 1.855600 -0.2 0.2 0.2 -1.787
H -2.469421 3.723649 2.782461 0.0 -0.1 -0.3 0.318
H -2.561122 3.511166 1.011483 0.1 -0.1 0.2 0.250
H -1.374206 4.625715 1.722874 -0.2 -0.2 0.0 0.521
N -1.170679 1.279254 1.817810 0.4 0.2 0.6 1.127
C 2.855478 0.184458 2.406875 -0.1 0.5 0.1 -0.613
C 3.876354 0.093975 1.423891 -0.4 -0.1 0.6 1.204
C 3.779387 0.854133 0.131507 0.2 0.2 -0.4 -1.101
C 4.984098 -0.707821 1.688776 -0.2 0.0 0.2 -1.031
H 5.772284 -0.765487 0.937984 -0.1 -0.1 0.2 0.448
C 5.087749 -1.399858 2.894148 0.3 -0.2 -0.1 -0.825
H 5.967720 -2.016747 3.080521 -0.2 0.2 0.0 0.400
C 4.079929 -1.319944 3.847538 0.0 0.0 -0.1 -1.122
H 4.161355 -1.850942 4.794351 0.1 0.0 -0.2 0.454
C 2.946249 -0.542702 3.619637 0.2 0.1 -0.5 1.851
C 1.857776 -0.461804 4.654592 -0.2 0.0 0.5 -1.155
C -2.480803 0.900956 2.206678 -1.0 0.4 -0.6 -0.502
C -3.494769 0.707586 1.236132 0.4 0.2 0.7 1.471
C -3.286025 1.082866 -0.202447 -0.1 -0.1 -0.5 -1.414
C -4.742387 0.242176 1.636140 0.1 -0.2 0.3 -0.744
H -5.499179 0.073057 0.868353 0.1 0.0 0.3 0.437
C -5.011193 -0.007973 2.979629 0.0 0.1 -0.1 -0.885
H -5.980346 -0.401974 3.269702 0.1 0.1 0.0 0.386
C -4.047377 0.272817 3.949058 0.1 -0.1 -0.4 -1.009
H -4.260579 0.126582 5.004092 -0.1 0.0 -0.1 0.391
C -2.784354 0.731052 3.584938 0.0 0.2 -0.8 1.461
C -1.777709 1.108249 4.630778 0.3 -0.1 0.4 -1.178
Eu 0.229735 -1.110334 1.629118 -0.2 1.7 0.3 1.152
H 3.250885 0.267959 -0.641406 0.1 0.4 0.3 0.067
H 4.792113 1.044587 -0.261140 -0.4 0.0 0.1 0.480
H 3.258964 1.819574 0.228729 0.2 -0.4 0.1 -0.056
H 1.514114 0.569875 4.833469 0.1 -0.4 -0.2 0.186
H 2.233613 -0.853175 5.611329 -0.1 0.1 -0.3 0.529
H 0.973421 -1.081274 4.407865 0.3 0.3 0.1 0.257
H -3.423348 0.199003 -0.847291 0.1 0.2 0.1 0.460
H -2.289803 1.499979 -0.397664 -0.3 -0.1 0.2 -0.372
H -4.043258 1.827449 -0.517935 0.3 -0.3 0.1 0.305
H -0.807604 0.612930 4.471267 -0.2 0.2 -0.1 -0.013
H -2.142919 0.805440 5.620398 0.1 0.1 -0.2 0.443
H -1.594391 2.196790 4.661555 0.0 -0.4 -0.1 0.250
H 0.557454 4.076555 2.484640 0.0 -0.2 -0.1 0.197
C -0.298136 1.285130 -2.683465 0.2 -0.6 0.6 -0.335
Si 0.275478 3.066089 -2.862916 0.1 0.3 0.9 0.408
H 0.448084 0.563208 -3.071898 -0.4 0.3 0.2 0.342
H -0.526384 1.015369 -1.637027 0.3 0.1 -0.2 -0.234
C 1.724549 3.001381 -4.051038 -0.1 0.0 -0.5 -1.090
C 0.907314 3.772374 -1.219765 0.1 0.3 0.2 -0.135
C -1.273147 4.024338 -3.380597 0.0 -0.1 -0.3 -1.144
H -1.962016 3.302114 -3.848724 0.1 0.4 0.0 0.323
H -1.089334 4.835192 -4.094365 0.0 -0.1 0.1 0.365
H -1.797595 4.465743 -2.522449 0.2 -0.2 -0.1 0.295
H 2.626396 2.620891 -3.547085 -0.3 0.1 0.0 0.277
H 1.986144 3.944047 -4.550968 -0.1 -0.2 0.2 0.344
H 1.441434 2.264783 -4.818084 0.3 0.2 0.0 0.294
H 1.545642 3.082595 -0.643339 -0.2 0.1 -0.3 -0.390
H 0.099945 4.072412 -0.536874 0.0 -0.2 -0.2 0.064
H 1.501600 4.692359 -1.370140 -0.1 -0.3 -0.1 0.478
O -0.571525 -2.583779 3.363875 -0.9 -0.3 -0.1 -0.720
C -1.700838 -2.722350 2.787072 0.4 0.5 -0.9 0.063
O -1.990378 -2.166905 1.677780 0.1 -0.7 1.0 -0.556
H -2.466991 -3.372519 3.237566 0.1 0.1 0.2 0.420
```
Forces are in eV/Å.

Spin multiplicity: 8
Calculated total energy: -2740.7050 a.u.
Charge: 0
LUMO level (spin up / spin down): 0.5 / 0.5 eV
HOMO energy (spin up / spin down): -0.2510 / -0.2555 Eh
HOMO-LUMO gap (spin up / spin down): 0.2692 / 0.2735 Eh



Record 4
DFT (the ωB97M-V functional and the def2-TZVPD basis) results for a 2-piece molecular cluster, C14H14BrN2O7P overall in a non-equilibrium geometry.

Structure (XYZ):
```
39
Properties=species:S:1:pos:R:3:forces:R:3:mulliken_charge:R:1
O -3.105511 3.718054 2.361655 0.4 0.6 -0.6 -0.442
C -3.626357 3.999026 1.322453 -1.1 -0.6 0.2 0.191
O -3.109719 4.849622 0.350678 0.0 -1.4 0.4 -0.358
C -2.365669 4.121020 -0.670324 0.9 0.8 -0.7 -0.491
C -1.377611 3.041941 -0.115151 0.3 -0.4 -0.5 -0.762
C -1.768260 1.545945 -0.264599 0.6 -2.2 0.1 0.919
C -3.080216 0.977046 -0.532822 0.9 -1.5 0.1 0.004
O -4.197102 1.812128 -0.691338 0.8 -0.4 -0.5 -0.589
C -3.357978 -0.466442 -0.636930 2.1 0.5 0.6 -0.465
C -2.282120 -1.429416 -0.440128 -0.2 2.8 -0.1 -0.244
Br -2.736285 -3.313541 -0.549091 0.4 1.3 0.1 -0.151
C -0.960594 -0.890867 -0.146254 -0.2 0.1 0.0 0.688
C -0.680596 0.556989 -0.065930 -2.1 -1.2 -0.4 -0.057
C 0.780543 0.920731 0.272180 0.6 -1.1 0.9 0.157
O 1.427721 1.835044 -0.180623 -0.8 -0.1 0.0 -0.530
C 1.507549 -0.050479 1.267386 -1.2 -0.6 -0.5 -0.633
C 1.246581 -1.380073 1.188779 -0.2 0.3 -0.7 0.511
P 2.129695 -2.468133 2.416640 -0.7 1.8 2.6 0.508
O 1.956127 -1.807270 3.774444 0.2 -0.7 -1.4 -0.700
C 0.219499 -1.893287 0.124891 0.3 1.6 0.7 -0.118
O 0.347929 -2.947158 -0.445777 -0.1 0.4 0.3 -0.541
H -4.637044 3.537649 1.108495 0.8 0.8 -0.3 0.350
H -1.733755 4.916446 -1.158243 -0.7 -0.7 0.7 0.353
H -3.036524 3.760549 -1.498950 0.5 0.1 1.1 0.229
H -1.078111 3.199618 0.960354 -0.6 0.2 -1.1 0.447
H -0.415706 3.176090 -0.688440 -1.0 -0.2 0.6 0.517
H -4.303196 1.937165 -1.651767 -0.2 0.0 0.5 0.315
H -4.398735 -0.825031 -0.832219 1.1 0.5 0.2 0.375
H 2.230864 0.381435 1.993819 -0.6 -0.3 -0.8 0.369
H 1.497736 -3.742013 2.484641 0.4 0.2 -0.9 0.086
H 3.511486 -2.521569 2.118184 -0.6 -0.5 -0.4 0.054
N 5.542332 -2.952491 -1.082840 0.3 0.1 0.2 -0.441
C 4.190521 -2.823438 -1.006282 0.0 -0.1 -0.2 0.555
N 3.499549 -3.385937 -2.031031 -0.4 0.0 -0.1 -0.321
O 3.635203 -2.243814 -0.082778 0.2 0.0 -0.2 -0.520
H 6.016315 -3.423291 -1.830539 -0.1 0.0 0.0 0.151
H 6.084594 -2.547164 -0.340145 0.0 0.0 -0.1 0.224
H 2.495746 -3.309141 -2.004110 0.1 0.0 0.0 0.195
H 3.931100 -3.865941 -2.798286 0.0 0.0 0.1 0.168
```
Forces are in eV/Å.

Structure (SMILES): O=COCCc1c(O)cc(Br)c2c1C(=O)C=C([PH2]=O)C2=O.NC(N)=O
Calculated total energy: -4093.3885 a.u.
Charge: 0
LUMO level: -1.1 eV
HOMO energy: -0.3437 Eh
HOMO-LUMO gap: 0.3034 Eh